Record 1
{"formula": "C19H37BFNO13", "method": "ωB97M-V with the def2-TZVPD basis set", "smiles": "C[C@H](F)BOC#N.CCOC(=O)OC.CCOC(=O)OC.CCOC(=O)OC.CCOC(=O)OC", "e_tot_ev": -51804.968, "multiplicity": 1, "elements": ["H", "O", "C", "H", "H", "H", "H", "C", "O", "H", "C", "H", "H", "H", "H", "H", "C", "F", "O", "C", "O", "C", "H", "C", "H", "O", "O", "C", "C", "C", "H", "H", "H", "H", "C", "O", "H", "C", "O", "H", "C", "C", "B", "H", "O", "H", "H", "H", "H", "O", "C", "H", "H", "H", "O", "C", "H", "H", "H", "O", "H", "C", "N", "C", "O", "H", "C", "H", "H", "H", "H", "H"], "coordinates": [[-1.77338, 5.14655, -0.72811], [0.47256, -0.07887, -0.67986], [-5.68729, 4.26891, -0.08418], [5.01425, -0.81025, 2.36193], [5.03409, -6.36999, 3.56727], [-4.47261, -1.60168, 0.09965], [3.79345, 5.13327, 0.56623], [-0.35906, 0.82979, -1.40631], [6.19423, -4.65453, 3.48447], [3.74638, 6.09257, -1.75880], [0.86990, -3.52628, -0.30370], [6.64223, -6.44121, 4.28438], [-4.82243, 4.96074, -1.92895], [6.08049, -6.31921, 1.27971], [-1.68161, 0.81495, 1.38203], [1.27716, -5.14372, -1.65112], [3.64434, 5.02205, -1.58517], [-6.93666, -2.22347, -1.60292], [-3.22452, 1.92966, 0.71286], [6.64490, -6.65746, 2.14649], [-3.45939, 4.05179, 1.42477], [4.25834, 4.60792, -0.26577], [-0.69911, 5.43119, 0.65228], [6.07615, -6.08525, 3.42655], [6.60857, -7.74607, 2.17732], [0.18797, 4.91399, -1.15620], [4.45571, -4.44664, 2.05428], [-5.03843, 5.34159, -0.92997], [0.16379, -1.36403, -0.86684], [5.33101, -3.97763, 2.73395], [-5.77516, -0.53707, -0.37777], [-0.17047, -3.78702, -0.11247], [-6.62683, 3.95261, -0.53126], [4.97958, -1.97078, 1.01514], [1.41444, 5.40766, -0.98711], [-0.76683, -1.77032, -1.51319], [3.70970, -2.01406, 2.26179], [-3.83389, 3.11286, 0.77338], [2.25958, 4.65074, -1.68234], [4.12633, 4.49878, -2.40799], [-2.00192, 1.85042, 1.44986], [-5.24564, -5.82968, -1.29569], [-4.91618, -3.58564, -1.34005], [-4.25472, -0.52692, -1.29536], [1.69651, 6.37576, -0.33308], [-5.89550, 4.62351, 0.92464], [-0.08815, 1.83013, -1.08121], [0.74218, -3.66473, -2.45592], [-3.73703, -3.72525, -1.36532], [1.03789, -2.10064, -0.19251], [-4.95835, -1.13720, -0.75045], [4.12850, 3.53669, -0.10722], [7.68199, -6.34518, 2.01994], [-4.10565, 5.68077, -0.48446], [5.58965, -2.67888, 2.87100], [4.76328, -1.82541, 2.07186], [-1.24853, 2.49279, 0.99754], [-0.17690, 0.74463, -2.47585], [2.38172, -3.76747, -1.81186], [-4.90154, 3.06669, -0.01613], [5.32398, 4.83525, -0.26376], [-5.54004, -2.21239, -1.69504], [-4.82973, -6.85061, -1.62811], [1.34471, -4.05658, -1.63840], [-5.72715, -4.66721, -0.96299], [-1.40911, 0.64625, -1.18906], [-0.83420, 5.59097, -0.41551], [-5.70557, 6.19820, -1.01910], [1.47633, -3.94124, 0.49854], [-5.26298, -1.97251, -2.71967], [-0.84018, 6.65583, -0.63469], [-2.14512, 2.11762, 2.49363]], "atomic_forces_ev_per_a": [[0.013, -0.069, -0.037], [0.028, 0.038, -0.049], [-0.237, 0.215, 0.007], [0.058, -0.010, 0.039], [-0.044, 0.072, -0.079], [0.230, 0.141, 0.244], [0.010, 0.066, -0.017], [-0.079, 0.250, -0.035], [0.086, 0.005, 0.009], [-0.083, 0.034, 0.076], [0.041, -0.385, 0.046], [0.022, 0.096, 0.047], [-0.065, 0.015, -0.023], [-0.063, -0.020, 0.015], [-0.019, -0.022, -0.049], [0.013, -0.019, 0.034], [0.315, 0.056, -0.041], [-0.038, 0.004, -0.115], [-0.012, -0.139, -0.028], [0.033, 0.173, -0.104], [-0.034, 0.182, 0.076], [-0.171, -0.062, 0.102], [0.030, 0.059, 0.019], [-0.005, -0.310, 0.049], [0.008, -0.017, 0.030], [-0.105, -0.076, 0.027], [-0.120, -0.098, -0.107], [0.204, -0.099, -0.043], [-0.031, 0.044, 0.188], [0.005, 0.082, 0.086], [-0.178, 0.269, -0.008], [-0.054, 0.099, -0.077], [0.012, -0.101, 0.002], [-0.049, -0.049, -0.016], [-0.005, 0.014, -0.118], [-0.091, -0.051, -0.093], [-0.020, -0.055, -0.028], [0.084, -0.054, -0.100], [0.005, -0.103, 0.004], [-0.089, -0.041, -0.048], [0.149, -0.174, 0.047], [0.021, -0.101, 0.266], [0.047, -0.027, 0.015], [0.255, 0.268, 0.108], [0.021, 0.072, 0.085], [0.113, -0.006, 0.043], [0.117, -0.026, 0.050], [-0.063, -0.026, 0.017], [-0.004, -0.151, -0.100], [0.113, -0.014, 0.014], [-0.207, -0.561, -0.325], [0.059, -0.019, -0.040], [0.027, -0.054, 0.042], [-0.019, 0.035, 0.067], [0.021, 0.072, -0.023], [-0.017, 0.118, 0.004], [-0.002, 0.080, 0.070], [-0.050, -0.097, -0.015], [0.033, -0.069, 0.047], [-0.037, -0.053, -0.048], [0.019, -0.006, -0.029], [-0.047, 0.061, 0.659], [-0.115, 0.080, 0.110], [0.013, 0.211, -0.125], [0.234, -0.029, -0.567], [-0.028, -0.040, -0.070], [-0.146, -0.021, 0.042], [-0.039, -0.006, -0.008], [0.040, 0.134, 0.062], [-0.133, 0.087, -0.278], [0.091, 0.023, 0.007], [-0.071, 0.107, -0.013]], "mulliken_charge": [0.079, -0.262, -0.225, 0.233, 0.309, 0.326, 0.322, -0.431, -0.381, 0.331, -0.131, 0.290, 0.287, 0.299, 0.163, 0.385, -0.194, -0.345, -0.254, -1.076, -0.575, -1.109, 0.342, -0.172, 0.350, -0.335, -0.563, -0.996, 0.762, 0.796, 0.364, 0.293, 0.319, 0.282, 0.720, -0.583, 0.262, 0.756, -0.362, 0.303, -0.574, 0.537, 0.348, 0.215, -0.559, 0.314, 0.088, 0.345, -0.088, -0.356, -1.025, 0.266, 0.294, 0.216, -0.342, -0.584, 0.149, 0.376, 0.297, -0.334, 0.373, 0.383, -0.411, -1.199, -0.496, 0.125, -0.626, 0.382, 0.294, 0.201, 0.415, 0.394]}

=====

Record 2
{"formula": "C12H15O2P", "method": "ωB97M-V with the def2-TZVPD basis set", "smiles": "CC(C)(C)[P@H](=O)c1cc2ccccc2o1", "e_tot_ev": -26066.900, "multiplicity": 1, "elements": ["C", "H", "C", "H", "C", "H", "O", "P", "C", "H", "H", "C", "H", "H", "C", "C", "C", "H", "H", "H", "C", "C", "H", "C", "H", "C", "H", "H", "H", "O"], "coordinates": [[-1.42490, 1.72906, 0.18872], [-3.81125, 1.93376, 1.16406], [-4.34708, -1.19036, -0.18096], [1.71066, -1.49638, -1.46733], [2.15687, -1.52190, -0.40756], [-5.21806, -2.02616, -0.18450], [-0.90058, -0.33466, -1.18001], [1.51135, 1.05733, -0.89997], [-3.75635, 0.94401, 0.73300], [2.52002, 1.12209, 1.67912], [4.34042, 0.04555, -1.32769], [4.07862, 0.20806, -0.22525], [-1.32661, 2.82172, 0.45268], [1.29413, -0.09207, 1.73710], [2.31118, 0.08225, 1.52521], [2.61017, -0.14657, 0.00081], [-2.46411, 0.87149, 0.16466], [1.74209, 0.62094, -2.28857], [2.66748, -0.64666, 2.38069], [-2.78308, -2.36941, -1.13055], [-4.69592, -0.00024, 0.45110], [-3.07835, -1.35282, -0.71717], [4.26104, 1.25451, 0.10047], [-0.23213, 0.75010, -0.83847], [4.65790, -0.39891, 0.37215], [-2.16719, -0.34305, -0.62291], [2.89033, -2.28922, -0.16922], [-5.68523, 0.08734, 0.85276], [1.26188, -1.71946, 0.31145], [1.87667, 2.39964, -0.47383]], "atomic_forces_ev_per_a": [[5.505, -0.929, -3.306], [-1.321, -0.180, 0.663], [-1.819, -1.894, -0.236], [1.067, -0.700, 1.314], [-2.567, -0.211, 0.426], [2.596, 1.877, -0.302], [-1.140, -0.513, 0.863], [1.222, -1.593, -1.157], [1.206, 1.454, -0.981], [0.297, 0.447, 0.870], [-0.050, 0.420, 1.472], [-1.340, 1.611, -2.805], [0.116, -1.708, -0.210], [-1.817, 0.307, -0.252], [0.665, -1.269, 0.535], [-0.649, -0.015, 1.653], [-0.581, -3.312, -1.545], [0.045, 0.470, 0.863], [0.671, 1.338, -2.089], [-0.370, 1.566, 0.288], [-0.075, 0.160, 1.032], [-0.377, -3.045, -0.777], [-0.077, -0.563, -0.554], [-4.180, 3.880, 4.006], [1.382, -1.580, 1.215], [0.764, 2.315, 0.984], [0.056, -0.139, -0.598], [-0.394, 0.160, 0.088], [1.258, -0.099, -1.486], [-0.093, 1.743, 0.028]], "mulliken_charge": [-0.881, 0.338, -0.206, 0.277, -1.353, 0.207, -0.285, 0.416, -0.698, 0.480, 0.363, -1.754, 0.352, 0.445, -1.678, 1.481, 1.033, 0.086, 0.293, 0.303, -0.586, -0.439, 0.339, 0.301, 0.562, 0.249, 0.418, 0.389, 0.272, -0.721]}

=====

Record 3
{"formula": "C5H9O7", "method": "ωB97M-V with the def2-TZVPD basis set", "e_tot_ev": -19653.895, "s2": 3.7620, "multiplicity": 4, "elements": ["C", "H", "H", "O", "C", "H", "H", "H", "O", "O", "H", "C", "O", "O", "C", "O", "H", "O", "C", "H", "H"], "coordinates": [[1.01803, 0.09710, 0.93632], [-0.68365, -1.02383, -2.74760], [-2.31115, -0.94362, -2.02865], [-1.64185, -0.51971, 0.44187], [-0.92082, 1.19076, -0.91032], [1.26568, -0.55502, -1.00968], [-2.97942, 0.89508, 0.42871], [-1.08768, 1.34923, -2.00347], [0.46916, -2.08473, 0.27184], [1.96827, -0.42415, 1.67792], [0.52140, 0.99136, 1.26872], [0.58222, -0.72023, -0.15787], [-2.96209, 0.00150, 0.00702], [4.24005, 2.88893, 2.37858], [-0.79698, -0.32593, -0.67632], [3.07201, 2.55279, 2.63404], [1.30855, -2.32448, 0.74227], [-0.96777, 2.05793, -0.06238], [-1.27046, -1.18011, -1.84159], [2.36648, 0.30304, 2.21509], [-1.18994, -2.22592, -1.56450]], "atomic_forces_ev_per_a": [[-1.256, 2.008, -0.012], [0.037, 0.141, 0.019], [-0.110, -0.013, -0.199], [-1.783, 0.104, 0.118], [-0.007, 0.227, -0.829], [0.171, -0.731, -0.103], [0.199, -0.868, -0.178], [0.180, 0.820, 0.280], [1.360, -0.379, -0.152], [2.449, 0.211, 1.919], [-0.091, 0.052, 0.023], [-0.493, -0.689, -0.704], [0.755, 0.224, 0.813], [-3.113, -0.894, 0.676], [-0.239, 0.315, 1.046], [3.103, 0.879, -0.680], [-1.110, 0.404, -0.608], [0.074, -0.962, -1.101], [0.211, 0.266, 0.017], [-0.361, -1.061, -0.441], [0.026, -0.054, 0.095]], "mulliken_spin": [0.706, 0.000, 0.001, -0.004, -0.011, 0.079, 0.000, 0.000, 0.030, 0.107, 0.045, 0.039, 0.002, 1.028, 0.017, 0.971, -0.008, 0.009, 0.000, -0.006, -0.005]}

=====

Record 4
{"formula": "C9H14O", "method": "ωB97M-V with the def2-TZVPD basis set", "smiles": "Cc1ccc(O)cc1.CC", "e_tot_ev": -11606.558, "multiplicity": 1, "elements": ["H", "H", "C", "H", "C", "H", "C", "H", "C", "C", "H", "O", "H", "H", "C", "H", "H", "H", "C", "H", "C", "C", "H", "H"], "coordinates": [[0.67380, -3.50117, 0.26770], [-0.89453, -0.32772, 3.04695], [1.58933, 2.08402, -1.69364], [-1.71680, -0.87528, -0.44616], [1.67431, -1.62258, -0.78100], [-1.13415, 1.67446, 2.04159], [-1.79319, -0.29685, 2.44552], [-1.69520, 0.86076, 0.61328], [-0.66060, -0.78027, -0.59252], [-1.90463, 1.02000, 1.66605], [1.98187, 2.63206, -0.82589], [-0.02734, -3.10588, -0.27765], [2.43507, 1.96102, -2.39326], [3.14587, -0.09608, -1.35257], [1.18047, 0.66352, -1.31308], [-2.91478, 1.42121, 1.71026], [0.83430, 2.70848, -2.12433], [-0.82068, 1.16787, -1.58557], [0.27214, -1.79786, -0.55461], [-2.61006, -0.27729, 3.19616], [-0.17945, 0.39988, -1.17854], [2.08858, -0.35630, -1.13362], [-1.88036, -1.13680, 1.80720], [2.35603, -2.41920, -0.54227]], "atomic_forces_ev_per_a": [[-0.360, 0.269, -0.420], [0.412, -0.244, -0.194], [1.741, -1.137, 0.171], [-0.239, -0.598, 0.091], [-1.619, 1.624, 0.233], [-0.172, 0.757, 0.034], [-1.066, 1.418, 1.229], [0.012, 0.227, 0.182], [0.973, 0.012, -2.042], [0.142, -0.655, -0.292], [-0.081, -0.216, -0.075], [-1.094, -0.431, 0.811], [-0.309, 0.536, 0.084], [-0.608, -0.507, 0.422], [-1.574, 1.167, -0.544], [0.136, 0.342, 0.271], [-0.631, -0.004, -0.365], [-0.498, 0.093, 0.573], [2.175, -1.171, 0.677], [0.322, -0.494, -0.411], [0.655, 0.137, 0.374], [1.612, 0.148, -0.135], [-0.057, -1.019, -0.348], [0.125, -0.255, -0.324]], "mulliken_charge": [0.314, 0.250, -1.421, 0.943, -0.545, 0.246, -0.833, -0.078, -0.893, -0.515, 0.278, -0.562, 0.351, 0.302, 0.860, 0.342, 0.377, 0.319, 0.602, 0.296, -0.681, -0.543, 0.279, 0.313]}